DFT (ωB97M-V/def2-TZVPD) results for a molecular structure, C32H28CrF5N5O5PS2.

Its net charge is -1. The HOMO energy (spin up / spin down) comes out at -4.758 / -5.481 eV. As for the expectation value of S²: 6.018. Its frontier orbital gap (spin up / spin down) is 7.2 / 7.9 eV. As for the spin multiplicity: 5. As for the energy: -4567.880246 hartree. The molar mass is 804.70 g mol⁻¹. For the energy above the lowest of the compared OMol25 structures with the same formula, charge and spin, the calculation gives 0.0000 eV. The value obtained for the strongest force on any atom is 0.49 eV Å⁻¹.

Geometry (Å):
H -2.425 -2.511 1.008
C 0.654 1.880 -3.239
C -0.887 -0.693 4.788
H 3.212 4.333 -4.800
H -0.547 2.302 -4.972
H 1.070 3.870 -5.954
N -1.807 -2.814 -0.905
C 0.370 -1.386 6.715
H 0.749 0.517 2.511
C -1.144 -1.408 -5.793
F 1.753 -3.798 -2.719
O -1.128 0.086 0.689
P -0.475 0.726 -2.375
C -1.599 -1.957 2.742
Cr 0.547 -1.034 -0.205
C -1.971 2.226 -0.509
H 0.785 -2.190 7.313
N -2.613 -1.987 1.860
H 4.658 -2.368 2.704
H 3.274 -2.178 0.696
C -1.806 1.892 -1.852
H -3.175 -0.362 -2.693
H -4.321 3.792 -3.126
H 4.738 -1.894 5.122
C 1.868 2.134 -2.604
C -2.452 -1.846 -5.642
C 2.783 3.018 -3.162
C -3.178 -1.462 -4.525
H -0.560 -1.723 -6.649
C -2.606 -0.634 -3.574
N -1.679 -0.938 3.657
N 1.943 -0.818 1.488
C 3.026 -1.598 1.571
C -2.958 3.113 -0.105
H 2.090 1.639 -1.667
H -4.582 4.367 -0.724
H -2.897 -2.500 -6.381
H 3.724 3.203 -2.658
C 2.347 -0.138 3.747
C -0.009 0.945 6.330
H 2.015 0.449 4.592
C 3.452 -0.978 3.839
F 3.669 -3.514 -1.756
C 1.294 3.391 -5.008
H 3.705 -0.779 5.843
C -0.707 0.638 5.174
C 2.076 -1.684 -1.609
C 0.542 -0.067 7.108
N 4.187 -1.061 5.005
H -4.186 -1.830 -4.378
C -3.810 3.678 -1.042
C -0.347 -1.710 5.572
H -1.089 1.430 4.542
C -0.568 -0.583 -4.840
O -1.328 2.111 2.006
H -2.197 -0.129 3.344
O -2.364 -3.481 -1.743
H -3.042 3.353 0.947
C -3.664 3.356 -2.383
F 1.901 -3.810 -0.560
H -2.579 2.211 -3.824
H 0.120 1.983 6.610
H 0.464 -0.274 -4.952
F 3.322 -1.082 -1.403
C -1.300 -0.174 -3.726
H -0.478 -2.739 5.278
C 2.351 -3.205 -1.683
H 1.092 0.171 8.010
S -0.888 1.551 0.743
H -3.128 -1.132 1.712
C 1.629 -0.099 2.573
C -2.672 2.471 -2.777
C 3.801 -1.706 2.704
C 0.380 2.512 -4.450
O 0.475 1.862 0.348
F 1.734 -1.298 -2.902
O -0.759 -2.205 -1.315
C 2.496 3.647 -4.362
S -0.374 -3.083 2.654